(1)
C31H52F9I2N2O12P2S | ωB97M-V/def2-TZVPD

energy	-130600.423	eV
total charge	+1
E_HOMO	-11.215	eV

XYZ file:
```
111
Properties=species:S:1:pos:R:3:lowdin_charge:R:1
C -5.94 1.07 2.94 -0.02
C -4.70 0.64 2.69 -0.19
C -3.58 0.78 3.74 -0.09
C -2.28 1.60 3.24 -0.35
C -2.54 3.11 3.44 -0.24
C -3.96 3.68 3.13 -0.72
C -3.91 5.16 3.65 -0.19
I -4.45 3.86 1.05 1.00
O -2.36 1.17 1.89 -0.14
C -1.30 1.57 1.03 -0.24
C -1.85 1.44 -0.40 -0.13
C -2.60 0.14 -0.79 -0.21
C -3.07 0.16 -2.28 -0.16
C -3.36 -1.31 -2.67 -0.21
O -3.33 -1.48 -4.11 -0.05
C -2.92 -2.76 -4.40 -0.41
O -3.59 -3.44 -5.05 0.14
C 0.02 0.83 1.47 -0.40
N 0.99 1.95 1.28 0.07
C 0.51 -0.25 0.43 -0.20
C 1.09 0.21 -0.94 -0.69
C 2.65 0.03 -1.00 -0.18
I 0.38 -1.09 -2.55 1.00
N 0.03 0.31 2.89 -0.33
P -0.37 -1.49 3.20 1.04
C -1.89 -1.97 2.22 -0.18
O 0.72 -2.55 2.53 -0.25
P 1.82 0.48 3.58 0.96
O 2.08 -0.88 4.52 -0.28
O 3.01 0.20 2.48 -0.24
C -0.90 1.06 3.91 -0.40
S 0.16 2.63 4.24 0.87
C -1.07 0.53 5.36 -0.39
F -1.91 1.52 5.88 0.05
F -1.90 -0.54 5.57 0.08
C -0.03 0.36 6.54 -0.31
F -0.59 0.90 7.67 0.12
F 1.15 1.00 6.54 0.09
C 0.20 -1.12 7.11 -0.35
F -0.76 -1.43 7.99 0.16
F 0.24 -2.12 6.23 0.13
C 1.52 -1.21 7.99 -0.57
F 1.56 -0.34 8.96 0.22
F 2.64 -1.21 7.28 0.17
F 1.45 -2.41 8.57 0.18
H -6.58 1.52 2.18 0.06
H -6.33 1.03 3.96 0.08
H -4.58 0.08 1.76 0.10
H -3.97 1.14 4.69 0.13
H -3.26 -0.27 3.78 0.09
H -2.40 3.45 4.47 0.09
H -1.89 3.77 2.84 0.09
H -4.73 3.21 3.76 0.08
H -3.60 5.21 4.70 0.08
H -4.89 5.63 3.53 0.07
H -3.16 5.74 3.08 0.07
H -1.23 2.67 1.15 0.14
H -1.17 1.72 -1.22 0.11
H -2.64 2.21 -0.46 0.05
H -3.52 0.07 -0.18 0.11
H -2.06 -0.80 -0.65 0.05
H -2.25 0.55 -2.89 0.08
H -3.98 0.76 -2.42 0.13
H -2.60 -2.00 -2.26 0.07
H -4.37 -1.61 -2.34 0.14
H -1.94 -3.14 -4.03 0.14
H 1.93 1.65 1.04 0.05
H 0.71 2.50 0.47 0.10
H 1.41 -0.70 0.90 0.07
H -0.17 -1.10 0.28 0.06
H 0.94 1.25 -1.23 0.07
H 3.06 0.95 -0.54 0.08
H 2.99 -0.87 -0.49 0.08
H 2.97 0.09 -2.05 0.05
H -2.13 -1.28 1.41 0.02
H -1.72 -2.96 1.75 0.07
H -2.71 -2.14 2.92 0.06
H 1.62 -2.21 2.50 0.03
H 2.99 -0.74 4.84 0.09
H 3.26 -0.73 2.32 0.08
H -0.47 3.29 5.24 -0.05
C 6.37 -2.29 -5.41 -0.06
C 5.39 -2.37 -4.26 -0.22
O 5.95 -3.06 -3.14 0.04
C 6.75 -2.33 -2.36 -0.61
O 7.02 -1.16 -2.51 0.12
O 7.22 -3.12 -1.38 0.00
C 8.14 -2.48 -0.50 -0.04
H 6.75 -3.29 -5.66 0.09
H 5.91 -1.85 -6.29 0.08
H 7.24 -1.69 -5.14 0.08
H 4.51 -2.95 -4.57 0.12
H 5.03 -1.38 -3.97 0.12
H 7.72 -1.55 -0.10 0.09
H 9.07 -2.27 -1.02 0.10
H 8.33 -3.16 0.32 0.09
C -1.97 -1.36 -7.42 -0.05
C -0.60 -1.83 -7.85 -0.21
O -0.07 -1.00 -8.89 0.04
C 0.48 0.15 -8.49 -0.60
O 0.57 0.53 -7.35 0.11
O 0.89 0.81 -9.58 0.01
C 1.45 2.09 -9.30 -0.04
H -2.64 -1.29 -8.28 0.09
H -2.41 -2.05 -6.70 0.05
H -1.93 -0.37 -6.97 0.08
H -0.66 -2.84 -8.26 0.13
H 0.09 -1.87 -7.00 0.12
H 2.24 2.02 -8.56 0.09
H 0.67 2.78 -8.97 0.10
H 1.88 2.46 -10.23 0.09
```

=====

(2)
C31H52FN2O20PSi2 | ωB97M-V/def2-TZVPD

energy	-104682.072	eV
total charge	0
E_HOMO	-9.272	eV

XYZ file:
```
109
Properties=species:S:1:pos:R:3:lowdin_charge:R:1
N 2.74 -0.99 -1.22 0.13
C 2.45 0.27 -0.95 -0.18
O 1.65 1.48 -0.59 -0.21
Si 1.54 1.60 1.18 0.47
C 3.38 1.39 1.83 -0.18
C 4.25 2.58 1.04 -0.36
O 4.81 3.58 1.99 -0.11
C 5.45 1.98 0.09 -0.21
N 5.92 3.08 -0.88 -0.03
O 0.46 0.40 1.87 -0.31
Si -0.91 0.05 0.82 0.63
F -1.23 -1.72 0.91 -0.27
C -2.57 0.90 1.36 -0.21
C -3.19 1.74 0.06 -0.21
O -4.58 2.20 0.37 -0.15
C -4.56 3.55 0.97 -0.13
O -4.51 4.67 0.20 -0.07
P 0.90 3.60 1.88 0.67
O -0.49 3.51 2.64 -0.39
O 2.05 4.35 3.00 -0.23
O 0.67 4.61 0.45 -0.26
H 3.80 0.32 1.63 0.10
H 3.48 1.66 2.98 0.10
H 3.51 3.18 0.33 0.13
H 5.65 3.22 2.43 0.08
H 6.36 1.75 0.80 0.10
H 5.12 1.01 -0.49 0.11
H 6.65 3.65 -0.38 0.07
H 5.13 3.75 -1.03 0.06
H -0.71 0.36 -0.59 0.02
H -3.37 0.07 1.64 0.10
H -2.45 1.63 2.27 0.08
H -3.19 1.05 -0.91 0.11
H -2.53 2.68 -0.21 0.14
H -4.63 3.75 2.14 0.17
H 2.50 3.63 3.56 0.08
H 0.28 5.48 0.81 0.07
O 5.11 -6.92 -3.95 0.10
C 4.38 -6.08 -3.45 -0.46
O 3.69 -5.13 -4.16 0.03
C 3.04 -4.25 -3.25 -0.18
C 2.92 -5.02 -1.96 -0.17
C 4.15 -5.89 -1.98 -0.09
H 3.65 -3.35 -3.14 0.12
H 2.06 -3.97 -3.65 0.13
H 2.85 -4.38 -1.08 0.12
H 2.02 -5.65 -1.99 0.12
H 5.02 -5.38 -1.55 0.14
H 3.97 -6.85 -1.49 0.13
O 7.75 2.51 1.83 0.07
C 8.09 2.02 2.90 -0.43
O 7.36 2.12 4.05 0.03
C 8.11 1.54 5.12 -0.16
C 9.08 0.60 4.46 -0.16
C 9.36 1.28 3.15 -0.08
H 8.61 2.34 5.67 0.13
H 7.42 1.02 5.80 0.13
H 9.97 0.41 5.06 0.12
H 8.59 -0.37 4.28 0.13
H 10.18 2.00 3.23 0.14
H 9.56 0.55 2.36 0.14
O -4.55 -2.43 0.84 0.09
C -4.36 -3.60 0.55 -0.46
O -4.94 -4.24 -0.50 0.02
C -4.57 -5.62 -0.47 -0.18
C -3.30 -5.67 0.33 -0.16
C -3.48 -4.55 1.32 -0.08
H -5.38 -6.19 -0.01 0.11
H -4.43 -5.98 -1.49 0.13
H -3.13 -6.64 0.80 0.12
H -2.44 -5.46 -0.32 0.12
H -4.01 -4.88 2.21 0.13
H -2.53 -4.08 1.57 0.12
O -6.40 -6.04 2.46 0.10
C -7.59 -5.99 2.17 -0.45
O -8.59 -6.56 2.90 0.03
C -9.82 -6.40 2.20 -0.17
C -9.61 -5.24 1.28 -0.17
C -8.15 -5.35 0.94 -0.09
H -10.04 -7.33 1.66 0.13
H -10.63 -6.21 2.92 0.13
H -10.27 -5.26 0.40 0.12
H -9.79 -4.30 1.81 0.13
H -7.98 -6.00 0.08 0.14
H -7.70 -4.36 0.77 0.13
O -0.33 7.81 0.91 0.10
C 0.18 8.19 -0.13 -0.45
O 0.29 9.49 -0.51 0.03
C 0.85 9.55 -1.82 -0.17
C 1.58 8.25 -2.01 -0.16
C 0.76 7.29 -1.19 -0.10
H 0.03 9.68 -2.55 0.13
H 1.52 10.42 -1.90 0.13
H 1.69 7.96 -3.05 0.12
H 2.59 8.33 -1.57 0.13
H -0.06 6.86 -1.77 0.15
H 1.37 6.50 -0.75 0.11
O -2.22 0.14 -2.55 0.06
C -2.94 -0.20 -3.48 -0.44
O -4.04 -1.00 -3.34 0.04
C -4.57 -1.29 -4.63 -0.17
C -4.06 -0.19 -5.53 -0.17
C -2.72 0.14 -4.92 -0.08
H -4.21 -2.28 -4.94 0.13
H -5.66 -1.31 -4.59 0.13
H -4.00 -0.48 -6.58 0.12
H -4.72 0.68 -5.45 0.13
H -1.93 -0.50 -5.32 0.14
H -2.47 1.19 -5.04 0.13
```

=====

(3)
C31H54N3O18Si | ωB97M-V/def2-TZVPD

energy	-82221.283	eV
total charge	+1
E_HOMO	-11.702	eV

XYZ file:
```
107
Properties=species:S:1:pos:R:3:lowdin_charge:R:1
C 5.37 -0.71 -0.74 -0.18
Si 3.72 0.27 -0.92 0.57
C 4.16 2.08 -0.41 -0.18
C 3.23 0.26 -2.76 -0.18
C 2.48 -0.57 0.27 -0.34
C 1.41 0.39 0.92 -0.16
C 0.25 0.78 -0.04 -0.15
N -0.25 -0.31 -0.93 0.14
C 0.63 -1.39 -1.09 -0.30
N 0.33 -2.25 -2.12 0.14
N 1.74 -1.74 -0.30 0.10
H 5.83 -0.33 0.23 0.05
H 6.04 -0.55 -1.62 0.05
H 5.13 -1.79 -0.55 0.02
H 4.57 2.08 0.63 0.04
H 3.30 2.79 -0.57 0.04
H 5.03 2.36 -1.08 0.05
H 3.72 -0.61 -3.29 0.05
H 2.13 0.19 -2.98 0.02
H 3.67 1.18 -3.24 0.05
H 3.09 -0.97 1.14 0.13
H 1.07 -0.04 1.90 0.13
H 1.96 1.34 1.19 0.10
H 0.55 1.73 -0.58 0.13
H -0.62 1.08 0.62 0.13
H -0.58 0.08 -1.83 0.15
H 0.00 -3.17 -1.81 0.13
H 0.40 -2.00 -3.10 0.10
H 2.39 -2.19 -0.95 0.14
C 6.59 -1.92 4.29 -0.01
C 6.73 -3.02 3.25 -0.33
C 8.14 -3.38 2.89 -0.10
O 7.98 -3.92 1.58 0.08
C 6.90 -3.31 1.03 -0.55
O 6.60 -3.38 -0.12 0.14
O 6.22 -2.60 1.97 0.06
H 6.14 -2.33 5.20 0.09
H 7.56 -1.52 4.59 0.08
H 5.97 -1.10 3.94 0.09
H 6.15 -3.90 3.55 0.16
H 8.58 -4.11 3.57 0.15
H 8.80 -2.51 2.82 0.14
C -3.64 -0.41 1.33 -0.02
C -4.28 0.65 2.22 -0.33
C -3.47 1.02 3.43 -0.11
O -4.47 1.52 4.31 0.07
C -5.62 0.87 4.00 -0.54
O -6.61 0.89 4.66 0.16
O -5.48 0.18 2.83 0.09
H -3.40 0.02 0.36 0.07
H -2.70 -0.78 1.75 0.07
H -4.30 -1.26 1.17 0.09
H -4.54 1.53 1.63 0.16
H -2.72 1.79 3.22 0.14
H -2.98 0.17 3.91 0.14
C -6.98 0.65 7.64 -0.02
C -6.62 0.91 9.09 -0.33
C -7.17 2.19 9.66 -0.11
O -6.26 2.46 10.72 0.06
C -5.07 1.91 10.36 -0.55
O -4.04 2.10 10.92 0.16
O -5.21 1.12 9.26 0.08
H -7.62 -0.23 7.56 0.09
H -7.55 1.48 7.20 0.08
H -6.10 0.48 7.02 0.07
H -6.90 0.05 9.71 0.16
H -8.19 2.09 10.03 0.14
H -7.13 3.03 8.95 0.14
C 4.09 4.35 4.63 -0.01
C 3.67 4.59 3.19 -0.33
C 3.09 5.95 2.93 -0.09
O 2.29 5.71 1.77 0.08
C 1.90 4.42 1.84 -0.56
O 1.06 3.93 1.14 0.14
O 2.57 3.75 2.81 0.07
H 5.17 4.22 4.69 0.08
H 3.85 5.20 5.27 0.09
H 3.62 3.46 5.05 0.09
H 4.50 4.37 2.51 0.15
H 3.86 6.70 2.73 0.15
H 2.44 6.31 3.72 0.15
C -3.72 -4.09 -6.66 0.00
C -2.67 -3.13 -6.14 -0.32
C -1.81 -3.68 -5.03 -0.09
O -1.38 -2.49 -4.38 0.01
C -2.36 -1.56 -4.57 -0.55
O -2.41 -0.51 -4.00 0.15
O -3.26 -1.99 -5.49 0.11
H -3.51 -4.35 -7.70 0.08
H -3.73 -5.03 -6.10 0.08
H -4.72 -3.66 -6.62 0.10
H -2.06 -2.75 -6.96 0.14
H -0.97 -4.26 -5.40 0.15
H -2.37 -4.28 -4.31 0.14
C -2.00 0.42 -11.86 -0.01
C -2.59 -0.04 -10.53 -0.32
C -1.64 -0.81 -9.66 -0.10
O -2.54 -1.58 -8.85 0.03
C -3.66 -1.77 -9.60 -0.54
O -4.53 -2.53 -9.32 0.17
O -3.64 -1.00 -10.72 0.10
H -1.95 1.51 -11.89 0.08
H -0.98 0.06 -12.00 0.08
H -2.60 0.08 -12.71 0.09
H -3.02 0.81 -10.00 0.16
H -1.01 -0.17 -9.05 0.14
H -1.01 -1.51 -10.22 0.14
```

=====

(4)
C31H54O27 | ωB97M-V/def2-TZVPD

energy	-88305.310	eV
total charge	0
energy relative to the best compared isomer or geometry (same formula, charge and spin)	0.0	kJ/mol
E_HOMO	-10.231	eV

XYZ file:
```
112
Properties=species:S:1:pos:R:3:lowdin_charge:R:1
C -0.48 -4.40 -1.82 -0.02
C 0.17 -3.04 -1.90 -0.29
C 1.71 -3.03 -2.06 -0.07
O 1.92 -2.14 -3.15 0.02
C 0.76 -1.91 -3.79 -0.57
O 0.67 -1.26 -4.79 0.16
O -0.27 -2.44 -3.13 0.11
H -0.07 -4.99 -0.99 0.09
H -0.34 -4.98 -2.73 0.09
H -1.53 -4.32 -1.56 0.09
H -0.09 -2.53 -0.97 0.14
H 2.11 -4.01 -2.33 0.14
H 2.17 -2.63 -1.16 0.10
C 5.40 2.41 0.57 -0.03
C 4.61 3.70 0.55 -0.28
C 3.34 3.71 -0.31 -0.07
O 2.32 4.23 0.53 0.07
C 2.74 4.18 1.80 -0.58
O 2.11 4.54 2.75 0.17
O 4.02 3.80 1.84 0.08
H 6.08 2.37 1.42 0.09
H 6.05 2.28 -0.30 0.09
H 4.72 1.55 0.55 0.05
H 5.24 4.57 0.32 0.16
H 3.03 2.71 -0.65 0.12
H 3.44 4.30 -1.22 0.14
C 1.55 0.60 3.40 -0.01
C 0.05 0.40 3.64 -0.29
C -0.52 -1.01 3.37 -0.07
O -1.27 -1.26 4.56 0.06
C -1.12 -0.27 5.48 -0.58
O -1.66 -0.23 6.53 0.16
O -0.24 0.61 5.02 0.09
H 2.09 0.11 4.22 0.09
H 1.74 1.66 3.55 0.09
H 1.85 0.18 2.44 0.07
H -0.56 1.13 3.10 0.14
H 0.26 -1.76 3.28 0.13
H -1.16 -1.08 2.49 0.10
C -6.68 -5.21 3.36 -0.03
C -5.55 -4.35 3.88 -0.32
C -4.20 -5.00 4.18 -0.07
O -3.24 -4.22 3.44 0.08
C -3.87 -3.30 2.71 -0.56
O -3.39 -2.41 2.10 0.16
O -5.22 -3.44 2.82 0.08
H -6.47 -5.79 2.46 0.09
H -7.46 -4.53 3.00 0.09
H -7.11 -5.87 4.11 0.09
H -5.80 -3.81 4.79 0.15
H -4.22 -6.03 3.84 0.13
H -3.93 -4.91 5.23 0.13
C 3.49 -4.51 1.07 -0.04
O 4.28 -3.55 1.73 0.03
C 4.08 -2.27 1.52 -0.60
O 3.31 -1.76 0.76 0.11
O 4.91 -1.63 2.35 0.03
C 4.79 -0.21 2.39 -0.02
H 3.43 -4.33 -0.01 0.08
H 2.48 -4.57 1.49 0.10
H 3.96 -5.49 1.07 0.10
H 3.95 0.10 3.02 0.07
H 4.67 0.17 1.37 0.05
H 5.74 0.16 2.76 0.11
C -1.52 0.71 -3.44 -0.02
O -2.51 1.61 -2.97 0.02
C -3.65 1.68 -3.62 -0.63
O -3.96 1.14 -4.65 0.13
O -4.41 2.57 -3.00 -0.01
C -5.75 2.79 -3.40 -0.03
H -1.88 -0.30 -3.25 0.11
H -0.58 0.81 -2.90 0.09
H -1.22 0.95 -4.45 0.10
H -6.27 1.85 -3.59 0.10
H -5.80 3.42 -4.29 0.10
H -6.23 3.22 -2.52 0.08
C -2.69 0.52 0.59 -0.02
O -1.63 -0.22 0.02 0.01
C -0.42 0.31 -0.01 -0.59
O -0.06 1.34 0.49 0.15
O 0.29 -0.46 -0.86 -0.03
C 1.62 -0.10 -1.17 -0.05
H -2.38 1.07 1.48 0.10
H -3.53 -0.13 0.80 0.09
H -3.05 1.30 -0.10 0.09
H 1.98 -0.65 -2.03 0.07
H 2.30 -0.27 -0.33 0.07
H 1.71 0.97 -1.35 0.08
C -5.24 3.90 0.34 -0.02
O -4.01 3.83 -0.41 -0.03
C -2.89 4.18 0.20 -0.64
O -2.70 4.21 1.38 0.14
O -1.98 4.36 -0.74 0.01
C -0.68 4.74 -0.34 -0.05
H -5.38 3.02 0.96 0.10
H -6.01 4.12 -0.39 0.08
H -5.13 4.80 0.97 0.10
H -0.27 3.95 0.29 0.07
H -0.70 5.62 0.31 0.10
H 0.01 4.91 -1.16 0.09
C 2.19 1.13 -6.17 -0.03
O 3.25 0.52 -5.44 0.02
C 3.39 0.78 -4.17 -0.65
O 2.77 1.60 -3.55 0.12
O 4.45 0.12 -3.76 0.01
C 4.95 0.30 -2.45 -0.03
H 1.22 0.71 -5.87 0.07
H 2.27 0.86 -7.21 0.10
H 2.19 2.20 -5.94 0.10
H 4.89 1.35 -2.17 0.08
H 5.98 -0.03 -2.34 0.10
H 4.32 -0.29 -1.78 0.09
```